ORCA calculation (the ωB97M-V functional and the def2-TZVPD basis) on a 2-piece molecular cluster, C5H6N2O overall.

Each line ends with the Löwdin charge.
Atoms and positions in Å:
C 0.104 2.088 0.503  -0.104
C -0.761 1.350 -0.361  -0.083
C 1.151 1.275 0.924  -0.135
C -0.059 0.156 -0.541  -0.022
C -0.485 -2.329 -1.444  -0.237
N 1.026 0.082 0.290  -0.006
N -1.822 -2.542 -1.612  0.064
O -0.942 -3.293 -0.636  -0.028
H 0.037 3.077 0.676  0.053
H -1.648 1.704 -0.639  0.040
H 2.086 1.476 1.416  0.106
H 0.267 -2.727 -2.217  0.134
H 1.775 -0.518 0.199  0.109
H -2.508 -1.975 -1.106  0.109

Summary:
- E_HOMO (spin up / spin down): -8.4 / -8.2 eV
- Relative energy (zero: lowest compared OMol25 entry of this formula, charge and spin): 177.5 kcal/mol
- Orbital gap (spin up / spin down): 8.28 / 7.74 eV

ORCA calculation (the ωB97M-V functional and the def2-TZVPD basis) on a 10-piece molecular cluster, C36H54NO30 overall.

Each line ends with the Löwdin charge.
Atoms and positions in Å:
N -0.177 -0.280 -0.318  -0.525
O 0.129 0.201 -1.510  -0.111
O 0.607 -0.386 0.603  -0.018
O -1.448 -0.520 -0.188  -0.062
C -3.231 -0.566 2.734  0.055
C -2.581 -1.954 2.720  -0.236
C -1.110 -1.946 3.249  -0.045
O -1.045 -3.036 4.183  0.094
C -2.271 -3.556 4.365  -0.536
O -2.601 -4.481 5.093  0.123
O -3.103 -2.869 3.597  0.121
H -3.215 -0.146 3.653  0.062
H -4.145 -0.663 2.341  0.068
H -2.660 -0.168 2.177  -0.038
H -2.442 -2.281 1.730  0.126
H -0.818 -1.179 3.579  -0.008
H -0.360 -1.992 2.472  0.110
C 1.371 -4.216 1.575  0.018
C 0.698 -3.885 0.248  -0.268
C 1.717 -3.170 -0.755  -0.106
O 1.814 -4.081 -1.732  0.098
C 1.115 -5.212 -1.600  -0.496
O 1.152 -6.236 -2.281  0.121
O 0.524 -5.083 -0.393  0.087
H 2.250 -4.641 1.426  0.023
H 0.846 -4.849 2.312  0.113
H 1.742 -3.152 1.809  0.102
H -0.164 -3.394 0.437  0.101
H 2.685 -2.809 -0.376  0.127
H 1.476 -2.269 -1.126  0.061
C 0.726 1.432 3.710  -0.003
C -0.170 1.983 4.847  -0.269
C -0.686 3.464 4.505  -0.185
O -1.931 3.520 4.875  0.079
C -2.357 2.252 5.053  -0.502
O -3.543 2.024 5.451  0.084
O -1.424 1.332 4.920  0.093
H 0.852 0.326 4.021  0.106
H 1.626 1.921 3.679  0.044
H 0.160 1.436 2.690  0.121
H 0.230 1.993 5.834  0.144
H -0.669 3.545 3.269  0.158
H 0.064 4.226 4.904  0.160
C 5.105 0.636 -1.861  -0.001
C 3.894 -0.377 -1.999  -0.336
C 3.241 -0.311 -3.364  -0.138
O 3.817 -1.327 -4.075  0.104
C 4.559 -2.036 -3.295  -0.592
O 5.302 -3.004 -3.554  0.109
O 4.457 -1.645 -2.050  0.073
H 4.682 1.653 -2.157  0.085
H 5.860 0.313 -2.667  0.116
H 5.613 0.673 -0.847  0.087
H 2.957 -0.343 -1.432  0.126
H 3.597 0.623 -3.961  0.167
H 2.085 -0.473 -3.165  0.161
C -2.061 -4.451 -3.423  0.012
C -2.373 -3.233 -2.505  -0.317
C -3.369 -2.028 -2.942  0.015
O -4.433 -2.318 -2.039  0.131
C -4.092 -3.108 -1.112  -0.651
O -4.798 -3.501 -0.197  0.121
O -2.923 -3.656 -1.325  0.084
H -3.017 -4.880 -3.536  0.053
H -1.203 -5.158 -3.063  0.107
H -1.859 -3.777 -4.455  0.147
H -1.472 -2.623 -2.133  0.154
H -3.756 -2.412 -3.781  0.091
H -3.010 -1.190 -3.070  0.034
C 0.870 3.498 -1.715  0.008
C 0.836 3.264 -0.189  -0.270
C 2.159 2.637 0.294  -0.104
O 2.499 3.434 1.394  0.072
C 1.777 4.582 1.379  -0.612
O 2.017 5.424 2.122  0.198
O 0.752 4.511 0.519  0.106
H 0.792 2.515 -2.339  0.110
H 1.689 4.094 -1.961  0.071
H -0.031 4.046 -1.813  0.066
H -0.060 2.907 -0.069  0.070
H 2.915 2.393 -0.400  0.107
H 1.877 1.603 0.386  0.090
C 3.645 -0.756 2.373  -0.047
C 4.814 -1.613 2.166  -0.276
C 4.921 -2.693 3.310  -0.019
O 5.206 -3.893 2.472  0.108
C 5.100 -3.693 1.252  -0.707
O 5.242 -4.612 0.449  0.133
O 4.607 -2.514 1.046  0.062
H 2.639 -1.155 2.755  0.119
H 3.368 -0.184 1.578  0.038
H 3.902 0.011 2.997  0.061
H 5.966 -1.073 2.071  0.223
H 3.943 -2.798 3.802  0.123
H 5.658 -2.293 4.098  0.152
C -2.850 3.683 1.266  -0.001
C -3.205 2.824 0.106  -0.305
C -4.326 1.791 0.263  -0.085
O -5.363 2.074 -0.673  0.054
C -4.956 3.202 -1.337  -0.546
O -5.671 3.797 -2.101  0.137
O -3.705 3.545 -1.005  0.090
H -2.370 3.166 2.096  0.080
H -3.688 4.121 1.751  0.088
H -2.468 4.580 0.918  0.076
H -2.273 2.374 -0.133  0.120
H -4.895 1.749 1.181  0.125
H -4.092 0.629 0.036  0.171
C -1.803 1.791 -3.831  0.005
C -1.544 2.850 -4.945  -0.249
C -2.711 3.762 -5.218  -0.263
O -2.319 4.939 -5.051  0.108
C -1.019 4.997 -4.677  -0.581
O -0.508 6.047 -4.414  0.156
O -0.554 3.812 -4.492  0.105
H -2.302 0.940 -4.448  0.121
H -2.215 2.239 -3.041  0.017
H -0.832 1.284 -3.413  0.093
H -1.102 2.344 -5.797  0.146
H -3.627 3.689 -4.540  0.160
H -3.141 3.447 -6.252  0.161

Summary:
- E_HOMO: -7.8 eV
- Relative energy (zero: lowest compared OMol25 entry of this formula, charge and spin): 37.6 kcal/mol
- Charge: -1
- Orbital gap: 9.44 eV

ORCA calculation (the ωB97M-V functional and the def2-TZVPD basis) on a 12-piece molecular cluster, C44H91NO16 overall.

Each line ends with the Löwdin charge.
Atoms and positions in Å:
C -0.375 4.399 4.199  -0.055
C -1.255 4.368 2.953  -0.277
O -2.607 4.608 3.309  -0.164
C -3.514 4.312 2.249  -0.213
C -4.883 3.950 2.803  -0.152
C -4.961 2.487 3.292  -0.167
C -4.763 2.297 4.804  -0.164
C -3.361 1.852 5.236  -0.130
C -2.974 0.534 4.622  -0.187
C -3.411 -0.668 5.195  -0.019
C -3.045 -1.903 4.648  0.023
C -2.264 -1.892 3.503  -0.077
C -1.857 -0.717 2.920  -0.065
C -2.185 0.506 3.470  0.069
C -1.062 -1.032 1.717  -0.358
O -0.600 -0.274 0.912  0.122
N -0.979 -2.414 1.651  0.060
C 0.214 -3.038 1.108  -0.094
C 1.397 -2.999 2.085  -0.185
O 2.632 -2.845 1.452  -0.104
C 2.896 -3.845 0.498  -0.204
C 4.355 -3.867 0.100  -0.143
O 4.865 -2.549 -0.109  -0.050
C 4.850 -2.154 -1.428  -0.288
C 3.706 -1.551 -1.941  0.022
C 3.650 -1.153 -3.275  -0.035
C 4.731 -1.342 -4.143  -0.181
C 4.611 -0.904 -5.601  -0.469
C 5.194 0.548 -5.630  -0.029
C 5.490 -1.718 -6.572  -0.030
C 3.174 -0.805 -6.106  -0.116
C 2.254 -2.062 -6.069  -0.519
C 0.951 -1.754 -5.284  -0.064
C 2.865 -3.355 -5.491  -0.039
C 1.792 -2.344 -7.521  -0.063
C 5.879 -1.913 -3.599  -0.013
C 5.948 -2.313 -2.260  0.014
C -1.706 -3.016 2.693  -0.356
O -1.838 -4.188 2.846  0.156
H 0.173 3.467 4.307  0.066
H 0.341 5.212 4.170  0.071
H -1.005 4.490 5.079  0.073
H -1.132 3.411 2.441  0.092
H -0.932 5.141 2.249  0.116
H -3.139 3.513 1.610  0.120
H -3.622 5.220 1.646  0.109
H -5.109 4.624 3.627  0.094
H -5.608 4.090 2.010  0.085
H -4.250 1.914 2.699  0.098
H -5.941 2.099 3.032  0.095
H -5.481 1.557 5.153  0.098
H -5.015 3.228 5.305  0.110
H -3.362 1.723 6.317  0.119
H -2.639 2.618 4.967  0.099
H -4.034 -0.664 6.076  0.128
H -3.356 -2.848 5.067  0.127
H -1.839 1.425 3.019  0.115
H 0.481 -2.600 0.154  0.116
H -0.030 -4.077 0.901  0.131
H 1.365 -3.911 2.694  0.128
H 1.286 -2.169 2.782  0.130
H 2.638 -4.833 0.892  0.115
H 2.300 -3.705 -0.411  0.117
H 4.943 -4.360 0.867  0.125
H 4.411 -4.434 -0.827  0.134
H 2.864 -1.410 -1.280  0.112
H 2.730 -0.698 -3.605  0.088
H 4.828 1.044 -6.527  0.086
H 6.275 0.503 -5.724  0.085
H 4.906 1.108 -4.747  0.065
H 6.408 -2.059 -6.114  0.066
H 5.777 -1.053 -7.385  0.086
H 4.931 -2.531 -7.024  0.073
H 3.241 -0.450 -7.134  0.119
H 2.689 0.007 -5.568  0.088
H 0.731 -0.688 -5.260  0.078
H 0.982 -2.134 -4.266  0.057
H 0.107 -2.230 -5.779  0.081
H 2.561 -3.487 -4.456  0.076
H 3.947 -3.416 -5.493  0.057
H 2.481 -4.224 -6.015  0.079
H 2.651 -2.441 -8.181  0.080
H 1.144 -1.532 -7.844  0.085
H 1.212 -3.261 -7.518  0.077
H 6.764 -2.061 -4.197  0.101
H 6.857 -2.760 -1.884  0.118
C 2.400 1.797 0.630  -0.141
O 1.885 1.874 1.955  -0.127
H 3.287 2.422 0.573  0.084
H 2.672 0.766 0.385  0.073
H 1.660 2.161 -0.089  0.064
H 1.103 1.316 1.978  0.040
C -3.834 8.087 2.364  -0.155
O -3.037 8.076 3.545  -0.122
H -4.364 9.035 2.320  0.082
H -3.209 7.983 1.473  0.081
H -4.559 7.269 2.402  0.057
H -2.582 7.227 3.579  0.059
C 5.703 -6.263 -5.494  -0.154
O 4.296 -6.441 -5.368  -0.128
H 5.869 -5.307 -5.986  0.068
H 6.187 -6.245 -4.514  0.076
H 6.147 -7.056 -6.102  0.075
H 4.144 -7.284 -4.933  0.072
C -0.195 4.445 -1.955  -0.149
O -0.303 4.628 -0.543  -0.132
H -0.840 5.179 -2.431  0.078
H 0.834 4.597 -2.285  0.062
H -0.527 3.442 -2.239  0.074
H 0.270 3.982 -0.119  0.048
C -6.748 -1.609 2.930  -0.147
O -6.377 -0.665 3.928  -0.130
H -7.800 -1.454 2.704  0.076
H -6.165 -1.463 2.016  0.078
H -6.612 -2.634 3.286  0.076
H -5.445 -0.805 4.129  0.025
C -1.412 -1.581 -2.431  -0.157
O -2.132 -0.779 -1.506  -0.124
H -2.106 -1.902 -3.205  0.081
H -0.602 -1.013 -2.900  0.061
H -0.995 -2.469 -1.944  0.071
H -1.510 -0.499 -0.823  0.024
C 2.660 -7.965 1.682  -0.150
O 3.704 -6.996 1.597  -0.136
H 2.197 -8.034 0.701  0.078
H 3.055 -8.945 1.957  0.076
H 1.902 -7.663 2.410  0.076
H 4.114 -6.934 2.464  0.079
C -6.855 7.146 4.602  -0.160
O -6.332 8.198 5.404  -0.121
H -7.909 7.028 4.839  0.078
H -6.755 7.387 3.540  0.069
H -6.337 6.207 4.817  0.062
H -5.398 8.292 5.188  0.061
C 2.483 -2.477 6.017  -0.157
O 1.728 -3.619 6.418  -0.126
H 3.213 -2.273 6.795  0.078
H 3.009 -2.672 5.078  0.071
H 1.832 -1.606 5.902  0.075
H 1.081 -3.801 5.732  0.059
C 2.507 2.212 -3.820  -0.153
O 2.871 3.253 -2.919  -0.122
H 1.447 2.012 -3.680  0.079
H 2.677 2.512 -4.858  0.084
H 3.072 1.298 -3.613  0.042
H 3.807 3.429 -3.047  0.078
C -6.825 2.963 -0.566  -0.141
O -7.228 3.182 0.784  -0.138
H -5.895 3.505 -0.724  0.077
H -6.651 1.901 -0.757  0.078
H -7.577 3.337 -1.265  0.076
H -8.047 2.700 0.925  0.080

Summary:
- E_HOMO: -8.9 eV
- Structure (SMILES): CCOCCCCCc1ccc2c(c1)C(=O)N(CCOCCOc1ccc(C(C)(C)CC(C)(C)C)cc1)C2=O.CO.CO.CO.CO.CO.CO.CO.CO.CO.CO.CO
- Orbital gap: 8.07 eV

Record-wise molecular weight values, in g/mol: 110.1 980.8 890.2
Record-wise strongest force on any atom values, in eV/A: 5.53 13.07 1.30